Record 1
Molecular formula: C27H39BCoN12O2P
Method: DFT, the ωB97M-V functional and the def2-TZVPD basis

Calculated values
charge: 0
frontier orbital gap: 8.88 eV

Last column: Mulliken charge in e.
Atoms and positions in Å:
Co (-0.94074, 0.50620, 1.32603)  -0.0640
C (-3.10591, -0.80868, -2.15151)  -1.8292
C (-2.50110, 0.19437, -1.38062)  -0.2552
N (-2.11715, -0.29217, -0.21303)  -0.2187
N (-2.47620, -1.58679, -0.18297)  0.7248
C (-3.06667, -1.93013, -1.34731)  0.0477
B (-2.20928, -2.33656, 1.15022)  0.3099
N (-0.67820, -2.40980, 1.35340)  0.1742
C (0.21201, -3.39903, 1.17086)  0.0937
C (1.48095, -2.86609, 1.29408)  -1.5805
C (1.26878, -1.50857, 1.54420)  -0.4773
N (-0.02955, -1.24330, 1.57988)  0.4310
N (-2.79162, -1.43420, 2.27589)  0.6680
C (-3.81012, -1.67565, 3.12016)  -0.0034
C (-4.05081, -0.53467, 3.85534)  -1.4678
C (-3.11130, 0.39043, 3.38903)  -0.1212
N (-2.35775, -0.16231, 2.45124)  0.3115
N (-2.89624, -3.69006, 1.15836)  0.3442
C (-4.18549, -3.94064, 0.80294)  -0.3268
C (-4.49437, -5.21305, 1.19785)  -0.9999
C (-3.31280, -5.67689, 1.81690)  -0.2879
N (-2.36043, -4.76138, 1.80539)  -1.0946
H (-3.52422, -0.72302, -3.14174)  0.4191
H (-2.33963, 1.23971, -1.60206)  0.7348
H (-3.39457, -2.93958, -1.53378)  0.7605
H (-0.11903, -4.40874, 0.99753)  0.5364
H (2.42277, -3.38313, 1.20622)  0.4159
H (1.98382, -0.71735, 1.70960)  0.6271
H (-4.29545, -2.63868, 3.14318)  0.4370
H (-4.79777, -0.38882, 4.61692)  0.4385
H (-2.94490, 1.41727, 3.67791)  0.5173
H (-4.79063, -3.19464, 0.31103)  0.6395
H (-5.42755, -5.73484, 1.06178)  0.4232
H (-3.12148, -6.63774, 2.27333)  0.4579
O (0.53115, 0.85160, -0.02651)  1.6872
P (1.54974, 1.18325, -1.06954)  -3.1891
N (1.59771, 0.08598, -2.31060)  0.6591
C (2.82698, -0.69388, -2.61564)  -0.5069
C (2.31108, -1.99760, -3.22785)  -0.8250
C (0.95277, -2.18284, -2.55294)  -0.2577
C (0.40441, -0.76473, -2.55042)  0.8649
N (1.25946, 2.61961, -1.82028)  0.3100
C (1.04996, 3.80475, -0.92496)  -0.0129
C (-0.23566, 4.45199, -1.43763)  -0.4358
C (-0.22487, 4.09308, -2.92374)  -0.9038
C (0.25788, 2.64886, -2.91835)  -0.1210
N (3.09131, 1.23729, -0.49475)  0.2719
C (3.41934, 1.46393, 0.93415)  0.2586
C (4.60579, 2.45031, 0.93103)  -0.7165
C (4.67641, 2.99149, -0.50125)  -0.5292
C (4.15304, 1.82995, -1.33531)  -0.8629
H (3.39293, -0.89131, -1.70450)  0.3131
H (3.47424, -0.15254, -3.30674)  0.2932
H (3.00226, -2.82266, -3.05458)  0.4122
H (2.17178, -1.88022, -4.30554)  0.3382
H (1.08723, -2.52944, -1.52430)  -0.1725
H (0.29907, -2.87817, -3.07926)  0.4588
H (-0.34055, -0.59825, -1.78364)  -1.2546
H (-0.03634, -0.52629, -3.52312)  0.2441
H (1.89227, 4.49018, -1.03679)  0.2865
H (0.97232, 3.51142, 0.12459)  0.0548
H (-0.24658, 5.52555, -1.25401)  0.4477
H (-1.09798, 4.00577, -0.94521)  -0.0439
H (0.49174, 4.72199, -3.45945)  0.3203
H (-1.20051, 4.19451, -3.39902)  0.4150
H (0.71784, 2.34376, -3.85704)  0.2226
H (-0.58279, 1.97460, -2.71563)  -0.1086
H (3.71555, 0.52482, 1.40817)  0.2072
H (2.56090, 1.85484, 1.46153)  -0.2183
H (5.53075, 1.92496, 1.17503)  0.3408
H (4.46473, 3.24066, 1.66700)  0.3806
H (5.68511, 3.28959, -0.78806)  0.4663
H (4.01410, 3.85095, -0.61685)  0.0488
H (4.94336, 1.09310, -1.51193)  0.4601
H (3.74687, 2.14447, -2.29514)  0.4313
N (-2.27605, 3.20027, 0.86559)  -1.0290
C (-1.76377, 2.18558, 1.08438)  0.1615
C (0.01557, 0.82062, 4.08272)  -1.6163
C (0.09071, 1.39677, 2.66953)  1.2409
O (0.84282, 2.29726, 2.43563)  -0.5894
H (-0.25755, 1.62368, 4.77132)  0.4133
H (1.02201, 0.48507, 4.34604)  0.3048
H (-0.67593, -0.00604, 4.17759)  0.2935

Cartesian forces (eV/Å) of the 6 atoms listed first:
Co 0.347 0.139 -0.639
C -0.042 0.041 0.058
C -0.231 0.158 -0.050
N -0.020 -0.006 -0.034
N 0.019 -0.203 -0.068
C 0.152 0.076 -0.022

Record 2
Molecular formula: C27H39BeF6O21
Method: DFT, the ωB97M-V functional and the def2-TZVPD basis

Calculated values
charge: +1
frontier orbital gap: 8.38 eV

Last column: Mulliken charge in e.
Atoms and positions in Å:
Be (0.06967, -0.02807, 0.14813)  1.7729
F (-0.69753, 1.42799, 2.01969)  -0.7744
O (-1.74829, 1.42339, -1.02123)  0.0166
C (-2.88551, 1.85793, -1.35990)  0.5759
O (-3.57365, 2.80320, -0.72059)  -0.3543
C (-3.10012, 3.45781, 0.44645)  0.5304
C (-3.80905, 4.70342, 0.81109)  -1.4930
C (-3.56888, 1.39017, -2.58636)  -1.0349
H (-2.02920, 3.63994, 0.35679)  -0.1150
H (-3.02754, 2.76268, 1.28288)  0.2096
H (-4.86199, 4.51855, 1.02374)  0.3134
H (-3.69551, 5.38167, -0.03460)  0.3513
H (-3.35460, 5.32178, 1.58518)  0.3851
H (-4.64604, 1.28294, -2.45862)  0.3654
H (-3.33891, 0.36252, -2.86771)  0.0426
H (-3.21794, 2.01633, -3.40663)  0.3073
O (1.59985, 1.80657, -0.45271)  -0.1380
C (1.60759, 3.05175, -0.51633)  0.3604
O (1.68186, 3.89503, 0.57029)  -0.3458
C (1.69298, 3.54368, 1.96334)  0.7905
C (2.54407, 4.61856, 2.62048)  -1.4149
C (1.72578, 3.80913, -1.86608)  -0.8878
H (2.09794, 2.54133, 2.10254)  -0.4758
H (0.64696, 3.55388, 2.26967)  0.2114
H (2.11662, 5.60079, 2.41898)  0.3560
H (3.54136, 4.54298, 2.18710)  0.3448
H (2.60333, 4.56692, 3.70763)  0.3908
H (2.10631, 3.09915, -2.60040)  0.0526
H (2.41316, 4.65454, -1.83608)  0.4321
H (0.71523, 4.16991, -2.05769)  0.2971
O (2.29298, -0.08634, 1.48825)  0.2540
C (3.31480, 0.04789, 2.17988)  0.6485
O (3.35587, 0.13206, 3.48754)  -0.3657
C (2.15570, 0.34329, 4.28760)  0.2779
C (2.51858, -0.39006, 5.52355)  -1.4884
C (4.71763, 0.10487, 1.54196)  -1.3534
H (1.24516, -0.11638, 3.90324)  0.0831
H (1.95346, 1.35751, 4.63192)  0.2200
H (1.73190, -0.26818, 6.26811)  0.4446
H (3.38975, 0.05060, 6.00831)  0.3605
H (2.62359, -1.45136, 5.29835)  0.2651
H (4.58252, -0.07152, 0.47484)  0.1437
H (5.34359, -0.62332, 2.05774)  0.4012
H (5.15481, 1.08807, 1.71599)  0.3595
C (-3.40566, -3.88112, -2.73447)  -0.4670
C (-2.77919, -3.12403, -3.91770)  0.2819
O (-1.57737, -2.56085, -3.28975)  -0.2300
C (-1.66528, -2.63440, -2.01814)  0.1268
O (-0.91531, -2.02491, -1.22303)  -0.0361
O (-2.68343, -3.38001, -1.62713)  -0.3418
F (-3.58818, -2.07749, -4.17907)  -0.2629
H (-3.19408, -4.95025, -2.75215)  0.3162
H (-4.48021, -3.70125, -2.70171)  0.2601
H (-2.59379, -3.74525, -4.79396)  0.3057
C (4.37540, -3.75088, -1.39747)  -0.4084
C (3.73008, -3.59519, -2.76725)  0.1627
O (3.03232, -2.37885, -2.74620)  -0.1849
C (2.72717, -2.15581, -1.46691)  0.0405
O (1.99577, -1.26565, -1.01576)  -0.1174
O (3.44671, -3.04645, -0.62137)  -0.3017
F (2.83091, -4.55424, -2.94387)  -0.2904
H (5.29287, -3.16254, -1.38296)  0.2993
H (4.45417, -4.78149, -1.05144)  0.3021
H (4.37550, -3.57997, -3.64549)  0.2771
C (1.15421, 0.83670, -5.73687)  -0.6120
C (0.84860, 2.30462, -5.29309)  0.3526
O (0.17352, 2.01693, -4.03957)  -0.2749
C (0.49542, 0.79693, -3.56878)  0.2105
O (0.09432, 0.23717, -2.56894)  0.1911
O (1.24128, 0.10951, -4.50640)  -0.3060
F (0.09882, 2.87262, -6.24463)  -0.2909
H (2.05530, 0.74916, -6.34389)  0.3054
H (0.42411, 0.38292, -6.40705)  0.2998
H (1.74412, 2.90038, -5.11645)  0.3068
C (-5.76086, -0.45624, 1.03612)  -0.4125
C (-5.32999, 0.23667, 2.27331)  0.2665
O (-3.96065, 0.33486, 2.03245)  -0.2914
C (-3.54666, -0.58551, 1.14405)  0.2992
O (-2.41289, -0.74260, 0.77167)  -0.0839
O (-4.60629, -1.26788, 0.79662)  -0.3343
F (-5.57734, -0.59402, 3.33209)  -0.2986
H (-5.88140, 0.18646, 0.16405)  0.2082
H (-6.68430, -1.02010, 1.16808)  0.3262
H (-5.71253, 1.23305, 2.49466)  0.3321
C (0.64327, -4.37394, 4.12958)  -0.5532
C (1.20196, -5.09031, 2.93792)  0.3928
O (1.04323, -4.09489, 1.93805)  -0.2266
C (0.55539, -2.93851, 2.46569)  0.3888
O (0.28075, -1.88912, 1.90537)  -0.5522
O (0.31055, -3.06655, 3.77828)  -0.2742
F (0.31434, -6.02972, 2.57422)  -0.2967
H (1.42282, -4.16574, 4.86242)  0.2974
H (-0.18380, -4.89661, 4.61007)  0.2773
H (2.18798, -5.52919, 3.09048)  0.2975

Cartesian forces (eV/Å) of the 6 atoms listed first:
Be -0.321 1.443 1.577
F 0.936 -1.321 -1.947
O -3.107 1.494 -0.384
C 3.562 -1.159 1.711
O -0.779 -0.117 -0.753
C 2.774 -1.041 1.829

Record 3
Molecular formula: C27H39Br2O4PS4W
Method: DFT, the ωB97M-V functional and the def2-TZVPD basis

Calculated values
charge: +3
frontier orbital gap (spin up / spin down): 4.64 / 6.56 eV
2S+1: 2

Last column: Mulliken charge in e.
Atoms and positions in Å:
W (0.80359, 0.52099, 0.62711)  -1.3216
Br (0.18544, -0.71955, 3.16749)  0.1484
C (1.73071, -1.63740, 3.98694)  -0.8567
Br (2.87190, 1.16995, 1.75705)  -0.2403
H (1.22732, -2.17426, 4.78809)  0.5501
H (2.36775, -0.86091, 4.39887)  0.5584
O (1.62759, -1.35054, 0.68829)  0.8142
S (1.25527, -2.86090, 0.60453)  0.3680
C (2.73861, -3.48613, -0.30442)  -1.1550
C (3.42230, -2.41434, -1.14109)  -0.6634
C (2.63098, -2.01340, -2.38877)  -0.0783
C (3.15366, -0.70605, -2.99497)  -0.9475
S (2.27815, 0.80186, -2.46623)  0.2259
O (1.70257, 0.26043, -1.07799)  -0.0997
C (0.92077, 0.93612, -3.56123)  0.3782
C (-0.05793, -0.04703, -3.71321)  0.0806
C (-1.03892, 0.14934, -4.66546)  -0.9092
C (-1.03002, 1.29772, -5.45633)  -0.4727
C (-0.05333, 2.26853, -5.29175)  -0.7940
C (0.93019, 2.09934, -4.32830)  -0.2651
C (1.58348, -3.41908, 2.21667)  0.1750
C (2.50649, -2.60570, 3.07803)  0.5324
C (3.23370, -3.48648, 4.06472)  -1.0707
C (2.74467, -4.70328, 4.40791)  -0.3522
C (1.61048, -5.25242, 3.75696)  -0.8418
C (1.08420, -4.62638, 2.60671)  -0.1706
H (2.33780, -4.29623, -0.91747)  0.5742
H (3.40129, -3.91634, 0.44490)  0.4994
H (4.39703, -2.81222, -1.43258)  0.5963
H (3.61824, -1.54121, -0.51789)  0.1979
H (1.57068, -1.92454, -2.14568)  -0.3160
H (2.70436, -2.79306, -3.14815)  0.6582
H (3.08656, -0.67175, -4.08342)  0.5715
H (4.19326, -0.52201, -2.71896)  0.5598
H (-0.06462, -0.93725, -3.10029)  0.3113
H (-1.80867, -0.59661, -4.80768)  0.4811
H (-1.79479, 1.43086, -6.20974)  0.4621
H (-0.05258, 3.15405, -5.91180)  0.4771
H (1.69783, 2.84976, -4.18421)  0.4967
H (3.20929, -2.02981, 2.47128)  0.2557
H (4.10758, -3.07735, 4.55509)  0.4780
H (3.24096, -5.27824, 5.17813)  0.4843
H (1.20395, -6.20122, 4.07616)  0.5007
H (0.34193, -5.14536, 2.01079)  0.4720
C (-4.00458, 5.07727, 0.04735)  -1.2904
C (-2.54476, 4.88786, -0.25038)  -0.1232
O (-1.98978, 3.98655, 0.79952)  -0.1639
P (-0.52142, 3.50427, 0.81607)  0.9756
S (-0.33355, 2.08756, 2.22870)  -0.2001
S (0.05074, 2.33812, -0.76814)  -0.3606
O (0.47632, 4.68143, 0.87162)  -0.2743
C (0.59843, 5.62014, 2.03392)  -0.2388
C (-0.31995, 6.79956, 1.88620)  -1.0896
H (-4.43261, 5.73947, -0.70513)  0.4152
H (-4.14622, 5.53607, 1.02437)  0.3237
H (-4.53840, 4.12924, 0.01705)  0.3143
H (-1.98340, 5.81926, -0.20635)  0.3093
H (-2.37374, 4.39973, -1.21072)  0.3477
H (1.64634, 5.90168, 2.00390)  0.3184
H (0.41020, 5.04357, 2.94044)  0.3549
H (-0.15582, 7.30953, 0.93791)  0.3168
H (-0.09182, 7.50418, 2.68673)  0.4090
H (-1.36895, 6.52160, 1.98591)  0.2679
C (-3.60295, -1.82852, -1.42513)  -1.5807
C (-3.17920, -1.88061, 0.05308)  1.6457
C (-2.91403, -3.33237, 0.48841)  -1.5905
C (-4.26288, -1.24290, 0.94405)  -1.5682
C (-1.95223, -1.11661, 0.22230)  -0.6975
C (-0.91980, -0.47200, 0.36342)  1.3133
H (-4.52536, -2.39618, -1.54436)  0.4419
H (-2.84355, -2.27436, -2.06855)  0.3525
H (-3.78713, -0.80380, -1.74650)  0.3769
H (-3.83761, -3.90305, 0.39360)  0.4911
H (-2.59348, -3.37749, 1.53006)  0.3431
H (-2.15820, -3.80113, -0.14309)  0.3201
H (-5.18507, -1.81104, 0.82394)  0.4302
H (-4.45558, -0.21026, 0.65563)  0.3886
H (-3.97967, -1.26867, 1.99599)  0.3690

Cartesian forces (eV/Å) of the 6 atoms listed first:
W -0.468 -0.126 0.055
Br -0.045 0.061 0.005
C 0.025 0.144 0.143
Br 0.094 -0.003 0.109
H -0.017 0.011 0.005
H -0.015 0.041 0.001

M values (in g/mol) by entry order: 664.41; 822.59; 930.50.
Max |F| values (in eV/Å) by entry order: 1.111; 6.079; 0.488.